Molecular formula: C6H12OS
Method: DFT, ωB97M-V with the def2-TZVPD basis set

## Properties
HOMO = -8.5 eV
Energy relative to the best compared isomer or geometry (same formula, charge and spin) = 2.2204 eV
Structure (SMILES) = CC(=S)CC[C@H](C)O
LUMO = -0.1410 eV

ORCA input file:
```
! RIJCOSX wB97M-V def2-TZVPD def2/J DEFGRID3
* xyz 0 1
C -0.109 -1.031 -0.032
C 1.225 -0.507 0.548
C -1.130 0.087 0.114
C 2.149 -0.374 -0.570
C -2.423 -0.280 -0.554
C 2.031 0.870 -1.275
O -0.660 1.352 -0.292
S 3.331 -1.461 -0.844
H 0.057 -1.239 -1.150
H -0.440 -2.017 0.543
H 0.927 0.468 1.129
H 1.531 -1.130 1.467
H -1.297 0.141 1.259
H -2.877 -1.124 -0.116
H -2.258 -0.533 -1.556
H -3.201 0.683 -0.573
H 1.681 0.884 -2.396
H 2.964 1.332 -1.522
H 1.375 1.588 -0.732
H -0.273 1.197 -1.155
*
```


Molecular formula: C42H61EuN9O2S
Method: DFT, ωB97M-V with the def2-TZVPD basis set

## Properties
HOMO (spin up / spin down) = -10.0 / -10.0 eV
Energy relative to the best compared isomer or geometry (same formula, charge and spin) = 0.0000 eV
LUMO (spin up / spin down) = -4.3329 / -4.2623 eV

ORCA input file:
```
! RIJCOSX wB97M-V def2-TZVPD def2/J DEFGRID3
* xyz 1 7
Eu 0.645 0.972 0.724
C 1.227 1.017 5.482
C 0.847 1.279 4.065
N 1.179 0.455 3.133
N 1.854 -0.661 3.541
C 2.401 -1.376 2.556
N 3.037 -2.482 2.939
S 2.308 -1.129 0.803
C -0.082 2.360 3.681
C -0.810 3.080 4.615
C -1.730 4.072 4.195
C -1.864 4.289 2.826
C -1.076 3.555 1.957
N -0.240 2.587 2.364
H 2.080 0.324 5.422
H 0.464 0.436 6.057
H 1.505 1.910 6.091
H 3.064 -2.648 3.922
H 3.593 -3.032 2.313
H -0.778 2.805 5.655
H -2.284 4.679 4.959
H -2.434 5.127 2.424
H -1.064 3.815 0.897
C -2.175 -0.112 -6.472
C -1.738 -1.253 -5.576
C -0.882 -2.236 -6.337
C -3.040 -1.965 -5.156
C -0.943 -0.751 -4.370
C -1.234 -1.047 -3.070
C -0.551 -0.367 -2.013
N -0.816 -0.500 -0.686
C -1.484 -1.400 -0.040
C -1.845 -2.722 -0.474
C -2.669 -3.511 0.233
C -3.234 -2.969 1.488
C -2.825 -1.829 2.124
C -1.788 -1.052 1.347
O -1.221 -0.071 1.859
C -3.308 -1.247 3.430
C -2.196 -1.236 4.489
C -4.426 -2.104 4.006
C -3.842 0.180 3.213
C -3.178 -4.854 -0.253
C -3.101 -5.889 0.938
C -4.584 -4.653 -0.766
C -2.308 -5.484 -1.316
C 0.465 0.582 -2.356
O 0.993 1.331 -1.400
C 0.859 0.778 -3.721
C 0.077 0.147 -4.668
C 2.129 1.610 -4.044
C 2.254 1.703 -5.505
C 3.354 0.839 -3.491
C 2.073 3.040 -3.453
H -2.474 -0.446 -7.468
H -1.363 0.579 -6.680
H -3.002 0.453 -5.985
H -1.511 -2.744 -7.128
H -0.468 -2.985 -5.687
H -0.079 -1.678 -6.833
H -3.606 -2.051 -6.117
H -3.546 -1.351 -4.445
H -2.838 -2.951 -4.755
H -2.031 -1.711 -2.733
H -1.381 -3.105 -1.394
H -4.000 -3.593 1.941
H -1.880 -2.260 4.591
H -2.545 -0.963 5.471
H -1.317 -0.608 4.197
H -4.044 -3.070 4.303
H -5.283 -2.137 3.312
H -4.816 -1.586 4.871
H -3.094 0.862 2.878
H -4.212 0.633 4.130
H -4.647 0.213 2.442
H -3.808 -5.605 1.709
H -2.137 -5.886 1.318
H -3.339 -6.849 0.443
H -5.148 -4.135 0.016
H -5.122 -5.587 -0.976
H -4.602 -4.053 -1.682
H -1.322 -5.683 -0.951
H -2.203 -4.874 -2.229
H -2.767 -6.400 -1.570
H 0.362 0.214 -5.725
H 2.380 0.739 -5.971
H 3.194 2.240 -5.788
H 1.391 2.231 -5.966
H 3.377 -0.191 -3.908
H 3.251 0.794 -2.422
H 4.221 1.405 -3.717
H 1.177 3.580 -3.820
H 2.910 3.682 -3.789
H 2.002 2.979 -2.406
C 2.715 3.739 1.183
N 3.929 4.532 1.403
C 4.794 4.191 0.249
N 5.158 2.761 0.263
C 3.968 1.999 0.105
N 2.977 2.277 1.193
C 3.712 1.948 2.459
N 4.938 2.708 2.630
C 4.570 4.114 2.659
C 5.844 2.404 1.519
H 2.329 4.044 0.216
H 1.969 3.960 1.898
H 5.737 4.771 0.427
H 4.299 4.493 -0.710
H 4.218 0.974 0.187
H 3.510 2.168 -0.858
H 3.892 0.882 2.385
H 3.044 2.208 3.278
H 5.452 4.756 2.827
H 3.816 4.292 3.490
H 6.016 1.318 1.499
H 6.778 2.969 1.637
*
```


Molecular formula: C2H6OS
Method: DFT, ωB97M-V with the def2-TZVPD basis set

## Properties
HOMO = -8.4 eV
Energy relative to the best compared isomer or geometry (same formula, charge and spin) = 1.3190 eV
Structure (SMILES) = C=CS.O
LUMO = 0.6806 eV

ORCA input file:
```
! RIJCOSX wB97M-V def2-TZVPD def2/J DEFGRID3
* xyz 0 1
C -0.294 -1.597 -0.233
C 0.361 -0.754 0.570
O -0.902 1.627 0.365
S 1.714 0.329 0.084
H -0.781 1.732 -0.609
H -0.844 -2.442 -0.045
H -0.071 -1.432 -1.322
H 0.332 -0.790 1.695
H -1.172 2.463 0.621
H 1.657 0.865 -1.125
*
```


Molecular formula: C14H15AsF11NO5PdS2
Method: DFT, ωB97M-V with the def2-TZVPD basis set

## Properties
HOMO = -8.8 eV
Energy relative to the best compared isomer or geometry (same formula, charge and spin) = 0.0000 eV
LUMO = -1.2510 eV

ORCA input file:
```
! RIJCOSX wB97M-V def2-TZVPD def2/J DEFGRID3
* xyz 0 1
Pd 0.258 0.192 -0.230
F -0.381 -0.585 -5.242
C 0.866 -0.667 -4.789
F 1.431 -1.774 -5.259
F 1.557 0.380 -5.201
S 0.864 -0.800 -2.944
O 2.215 -0.585 -2.529
O 0.209 -2.045 -2.684
N -0.141 0.381 -2.426
S 0.400 1.910 -2.347
O 0.961 2.477 -3.521
O 1.109 2.056 -1.075
C -1.239 2.739 -2.098
F -1.950 2.128 -1.148
F -1.924 2.709 -3.233
F -1.015 3.991 -1.736
F 2.694 4.944 3.724
C 2.254 3.796 3.207
C 2.998 2.638 3.340
F 4.162 2.674 3.993
C 2.546 1.454 2.795
F 3.290 0.350 2.928
C 1.332 1.368 2.107
O 0.929 0.196 1.624
C 0.601 2.549 2.011
F -0.588 2.529 1.376
C 1.050 3.746 2.538
F 0.310 4.850 2.409
C -2.827 -1.920 -1.360
C -1.866 -2.773 -0.541
As -0.734 -1.729 0.636
C 0.633 -2.939 1.294
C 1.878 -2.948 0.413
C -1.788 -1.284 2.200
C -2.711 -0.086 2.007
H -3.411 -2.552 -2.030
H -2.277 -1.203 -1.971
H -3.526 -1.369 -0.732
H -1.184 -3.316 -1.195
H -2.385 -3.495 0.092
H 0.172 -3.927 1.353
H 0.866 -2.611 2.306
H 1.647 -3.268 -0.603
H 2.624 -3.628 0.824
H 2.320 -1.954 0.361
H -1.051 -1.083 2.977
H -2.338 -2.185 2.480
H -2.158 0.778 1.634
H -3.165 0.193 2.958
H -3.517 -0.301 1.306
*
```